Here is a single C6H12O molecule from OMol25. Energies are from ωB97M-V/def2-TZVPD.

```
19
Properties=species:S:1:pos:R:3:lowdin_charge:R:1
C -1.9724 -0.9761 0.1105 -0.071
C -1.4628 0.4510 0.0593 -0.296
C -0.7464 0.9271 -1.1755 -0.079
C 0.0102 0.7870 0.1131 -0.235
C 1.0367 -0.3012 0.3207 -0.435
C 2.4324 0.0867 -0.1454 -0.038
O 1.1187 -0.6236 1.7029 -0.030
H -1.3721 -1.6410 -0.5188 0.074
H -3.0015 -1.0232 -0.2609 0.078
H -1.9684 -1.3889 1.1272 0.075
H -2.1131 1.1701 0.5547 0.131
H -0.5676 0.1779 -1.9454 0.111
H -0.9335 1.9240 -1.5640 0.101
H 0.2590 1.7175 0.6237 0.148
H 0.7231 -1.1892 -0.2517 0.133
H 2.3819 0.5871 -1.1176 0.083
H 3.0668 -0.7995 -0.2436 0.079
H 2.8986 0.7626 0.5786 0.085
H 0.2104 -0.6484 2.0324 0.085
```

Values from the calculation:
highest occupied orbital energy = -10.1 eV
HOMO-LUMO gap = 11.10 eV
E = -8463.34100 eV
largest force on an atom = 0.41 eV Å⁻¹
SMILES = C[C@@H]1C[C@@H]1[C@@H](C)O
net charge = 0


Here is 7 unconnected molecules or ions with the total composition C32H82F12N5O8P2 in a non-equilibrium geometry from OMol25. Energies are from ωB97M-V/def2-TZVPD.

```
141
Properties=species:S:1:pos:R:3:lowdin_charge:R:1
C 17.1532 16.4731 20.4788 -0.074
C 18.2060 16.0014 19.4768 -0.190
C 17.6168 15.0223 18.4024 -0.094
N 18.6367 14.4210 17.3991 -0.213
C 19.4811 13.3177 18.0760 0.050
C 19.5931 15.4553 16.8292 -0.116
C 18.8038 16.2765 15.8469 -0.138
C 17.9308 15.2493 15.1924 -0.165
C 17.8722 14.0218 16.0758 -0.083
H 16.2992 16.9870 20.0376 0.061
H 17.5452 17.1519 21.2362 0.089
H 16.7557 15.6518 21.0751 0.079
H 19.0844 15.5643 19.9517 0.109
H 18.4961 16.8638 18.8767 0.105
H 16.8344 15.5543 17.8612 0.117
H 17.0075 14.1847 18.7419 0.123
H 19.9700 13.7241 18.9614 0.110
H 20.0900 12.9059 17.2712 0.099
H 18.8246 12.4857 18.3306 0.096
H 20.3289 14.8313 16.3220 0.135
H 20.1864 15.9881 17.5723 0.143
H 19.4570 16.7622 15.1219 0.139
H 18.1289 16.9975 16.3082 0.107
H 18.3758 14.9263 14.2513 0.121
H 16.9237 15.6428 15.0550 0.118
H 18.3277 13.0950 15.7272 0.111
H 16.8490 13.7087 16.2837 0.103
C 10.7123 10.1969 20.8668 -0.032
O 10.0836 11.0533 19.8058 -0.193
C 9.0767 10.3416 19.1494 -0.235
C 8.2328 11.3874 18.4194 -0.024
N 9.1222 12.1209 17.3712 0.102
H 8.6344 12.9418 17.0422 0.078
H 9.9238 12.5270 17.8323 0.101
C 9.7730 11.3667 16.1706 -0.088
C 8.8269 10.4684 15.4204 -0.178
O 7.6508 11.2445 15.0723 -0.178
C 7.8860 12.1701 14.0255 -0.086
H 11.3581 10.8045 21.5006 0.075
H 11.2744 9.4201 20.3483 0.063
H 10.0982 9.7428 21.6445 0.098
H 8.5410 9.7793 19.9142 0.132
H 9.5090 9.5901 18.4887 0.116
H 7.8251 12.0949 19.1414 0.141
H 7.3510 11.0030 17.9068 0.136
H 10.6155 10.8097 16.5806 0.106
H 10.2404 12.1296 15.5480 0.123
H 8.5437 9.5925 16.0041 0.123
H 9.2560 10.0372 14.5160 0.128
H 8.3990 11.7076 13.1822 0.092
H 8.6195 12.8934 14.3817 0.069
H 7.0459 12.8011 13.7352 0.108
C 14.9792 18.0305 16.9207 -0.068
O 14.5004 17.2507 18.0212 -0.213
C 13.5249 17.9626 18.7415 -0.209
C 12.9988 17.1181 19.8815 -0.053
N 12.4096 15.7174 19.4940 0.119
H 11.8046 15.7836 18.6880 0.129
H 13.2008 15.1770 19.1745 0.100
C 11.5521 15.0444 20.6300 -0.050
C 12.2821 14.9927 21.9873 -0.195
O 13.6087 14.5163 21.9438 -0.175
C 13.7203 13.1101 21.7742 -0.093
H 15.8794 17.6412 16.4451 0.062
H 15.3180 19.0225 17.2194 0.097
H 14.1328 18.1009 16.2375 0.104
H 12.7076 18.2472 18.0788 0.137
H 14.0160 18.8440 19.1538 0.139
H 12.3280 17.7387 20.4757 0.144
H 13.7689 16.7975 20.5831 0.116
H 11.4291 14.0584 20.1817 0.099
H 10.5517 15.4772 20.6329 0.132
H 11.6896 14.4621 22.7326 0.139
H 12.2432 16.0404 22.2856 0.122
H 13.0105 12.5948 21.1271 0.060
H 13.5673 12.6940 22.7699 0.098
H 14.7228 12.9202 21.3907 0.089
C 19.6813 8.1900 16.5197 -0.072
O 18.2949 8.1639 16.8629 -0.205
C 17.5223 9.3077 16.3525 -0.152
C 16.0626 9.1300 16.7941 -0.078
N 15.6687 7.6601 16.8955 0.084
H 16.0472 7.0568 16.1794 0.170
H 16.1815 7.3862 17.7214 0.156
C 14.1093 7.4247 17.0054 -0.009
C 13.5562 8.0209 18.3494 -0.205
O 14.4415 7.9279 19.4480 -0.187
C 14.3742 8.9177 20.4807 -0.051
H 19.9778 7.2374 16.9586 0.106
H 20.1988 8.9758 17.0700 0.089
H 19.9063 8.2667 15.4559 0.091
H 17.7286 9.5856 15.3189 0.097
H 17.9518 10.1572 16.8835 0.112
H 15.3052 9.6389 16.1978 0.120
H 15.9218 9.5254 17.8001 0.123
H 14.0086 6.3408 17.0617 0.132
H 13.5523 7.9173 16.2084 0.132
H 12.6618 7.4734 18.6464 0.133
H 13.1570 8.9986 18.0793 0.104
H 13.3129 9.0771 20.6717 0.064
H 14.7410 9.8935 20.1626 0.071
H 14.8964 8.4920 21.3376 0.108
C 20.4892 13.9807 8.4581 -0.119
O 20.4125 12.9681 9.3964 -0.198
C 19.9051 11.7545 8.7708 -0.179
C 19.4332 10.8235 9.8766 -0.035
N 18.4294 11.5560 10.8586 0.095
H 18.9917 12.2728 11.2948 0.153
H 17.7559 12.1340 10.3765 0.174
C 17.7758 10.7128 11.9700 -0.104
C 17.1844 11.5078 13.0566 -0.184
O 16.0932 12.3912 12.5654 -0.180
C 15.2399 12.9193 13.6250 -0.047
H 21.1378 13.8629 7.5900 0.109
H 20.7586 14.8647 9.0361 0.101
H 19.4752 14.1964 8.1214 0.092
H 20.6896 11.3042 8.1626 0.146
H 19.1187 12.0456 8.0745 0.128
H 20.3405 10.5000 10.3867 0.143
H 18.8274 10.0466 9.4102 0.140
H 18.5956 10.0252 12.1781 0.137
H 17.0593 10.0058 11.5516 0.147
H 18.0021 12.1354 13.4110 0.119
H 16.7568 10.7515 13.7149 0.114
H 14.9851 12.0868 14.2809 0.071
H 14.3426 13.3682 13.1989 0.111
H 15.7391 13.6075 14.3070 0.056
P 13.6009 12.5925 17.6407 0.351
F 12.0606 13.1372 17.8876 -0.153
F 14.2937 13.7291 18.6585 -0.181
F 13.5730 11.4532 18.8028 -0.154
F 15.1691 11.9979 17.2803 -0.235
F 12.9978 11.6148 16.4892 -0.181
F 13.7284 13.6366 16.3645 -0.181
P 8.8503 15.6442 17.2145 0.212
F 10.1071 14.6913 16.6409 -0.204
F 9.1387 14.9311 18.6679 -0.181
F 9.8977 16.8372 17.6038 -0.165
F 7.5655 16.4928 17.7081 -0.125
F 8.6369 16.2262 15.7278 -0.129
F 7.8698 14.4108 16.9902 -0.147
```

Values from the calculation:
highest occupied orbital energy = -15.0 eV
HOMO-LUMO gap = 8.39 eV
E = -109514.74214 eV
largest force on an atom = 3.16 eV Å⁻¹
net charge = +3


Q: Which formula does entry 2 have?
A: C32H82F12N5O8P2